Entry 1:
ORCA calculation (the ωB97M-V functional and the def2-TZVPD basis) on a 2-piece molecular cluster, C5H14O overall.

Properties
HOMO energy	-10.2	eV
E_LUMO	0.884	eV
SMILES	CCC.CCO
orbital gap	11.060	eV
energy above the lowest of the compared OMol25 structures with the same formula, charge and spin	19.8	kcal/mol

```
! wB97M-V def2-TZVPD RIJCOSX def2/J DEFGRID3
* xyz 0 1
C -0.56 0.54 -2.02
C -0.03 -0.90 -2.04
C -0.73 -1.70 -0.94
H -1.64 0.58 -1.93
H -0.21 1.11 -1.16
H -0.22 1.15 -2.86
H 1.04 -0.87 -1.88
H -0.23 -1.29 -3.04
H -0.49 -2.76 -0.89
H -1.80 -1.56 -1.07
H -0.43 -1.32 0.04
C 0.33 0.10 2.69
C 0.74 0.92 1.49
O 0.88 2.30 1.84
H -0.41 0.64 3.29
H 1.14 -0.33 3.27
H -0.28 -0.74 2.32
H 1.74 0.59 1.20
H 0.09 0.73 0.64
H 1.08 2.82 1.05
*
```

Okay, here come the natural (NBO) numbers, in e, for every atom: C -0.603; C -0.400; C -0.606; H 0.201; H 0.192; H 0.209; H 0.198; H 0.200; H 0.211; H 0.202; H 0.197; C -0.633; C -0.070; O -0.726; H 0.223; H 0.214; H 0.207; H 0.153; H 0.163; H 0.468

---

Entry 2:
ORCA calculation (the ωB97M-V functional and the def2-TZVPD basis) on C29H22BCrF4IN7O6 as an isolated structure.

Properties
HOMO energy (alpha / beta)	-8.9 / -8.9	eV
E_LUMO (alpha / beta)	-1.546 / -1.019	eV
⟨S²⟩	0.758
orbital gap (alpha / beta)	7.371 / 7.893	eV

```
! wB97M-V def2-TZVPD RIJCOSX def2/J DEFGRID3
* xyz 0 2
Cr 0.49 -0.20 0.60
C 1.51 1.21 -3.65
C 1.33 -0.26 -3.41
N 1.22 -1.05 -4.45
C 1.03 -2.37 -4.27
C 1.01 -2.98 -3.04
C 0.69 -4.45 -2.96
O -0.69 -4.68 -3.24
C 1.16 -2.16 -1.90
C 1.31 -2.72 -0.59
N 1.25 -2.06 0.52
C 1.47 -2.81 1.72
C 0.46 -3.66 2.17
C 0.60 -4.35 3.36
C 1.76 -4.19 4.11
C 2.78 -3.38 3.65
C 2.65 -2.69 2.45
I 4.26 -1.58 1.73
C 1.24 -0.76 -2.08
O 1.23 0.09 -1.08
H 2.06 1.35 -4.57
H 2.05 1.67 -2.82
H 0.54 1.70 -3.75
H 0.89 -2.96 -5.17
H 0.95 -4.88 -1.99
H 1.25 -5.00 -3.72
H -1.20 -4.30 -2.52
H 1.54 -3.78 -0.52
H -0.44 -3.75 1.58
H -0.19 -5.00 3.71
H 1.88 -4.72 5.05
H 3.70 -3.28 4.22
O 1.30 1.54 6.04
C 0.33 0.65 6.03
O -0.26 0.30 7.02
C -0.04 0.07 4.70
C -1.08 -0.83 4.51
N -1.13 -1.11 3.20
N -0.19 -0.45 2.53
C 0.48 0.28 3.42
C 1.60 1.09 2.85
O 2.25 1.84 3.57
O 1.76 0.89 1.60
H 1.69 1.71 5.14
H -1.75 -1.27 5.22
H -1.78 -1.69 2.68
F -3.19 -1.83 -1.02
B -2.10 -2.17 -0.28
F -2.40 -2.34 1.08
F -1.42 -3.29 -0.76
F -1.15 -1.04 -0.36
N -1.88 8.02 -5.47
C -1.81 7.20 -4.67
C -1.73 6.17 -3.66
C -0.57 6.03 -2.91
C -0.50 5.05 -1.94
C -1.58 4.21 -1.73
C -2.74 4.34 -2.48
C -2.82 5.33 -3.44
N -1.50 3.19 -0.74
C -2.50 2.77 0.10
C -1.98 1.75 0.83
N -0.68 1.54 0.43
C -0.42 2.41 -0.52
H 0.27 6.69 -3.08
H 0.39 4.95 -1.33
H -3.57 3.66 -2.33
H -3.71 5.44 -4.04
H -3.46 3.25 0.14
H -2.44 1.16 1.60
H 0.50 2.48 -1.06
*
```

Okay, here come the Mulliken numbers, in e, for every atom: Cr -0.240; C -1.216; C 0.663; N -0.656; C -0.699; C 0.374; C -0.950; O -0.551; C 0.876; C -0.562; N 1.609; C -1.082; C 0.078; C -0.921; C -0.703; C -0.283; C 0.087; I 0.087; C 0.280; O -0.451; H 0.462; H 0.301; H 0.184; H 0.441; H 0.153; H 0.494; H 0.419; H 0.418; H 0.485; H 0.460; H 0.418; H 0.403; O -0.546; C 0.425; O -0.603; C 0.567; C -0.853; N -0.247; N 1.384; C -0.578; C 1.027; O -0.845; O -0.238; H 0.429; H 0.518; H 0.070; F -0.284; B 0.006; F -0.502; F -0.380; F -0.089; N -0.486; C -0.018; C 0.515; C -0.845; C -0.098; C 0.451; C -0.567; C -0.817; N 0.331; C -0.709; C -0.798; N 0.574; C -0.729; H 0.454; H 0.571; H 0.522; H 0.440; H 0.539; H 0.531; H 0.499

---

Entry 3:
ORCA calculation (the ωB97M-V functional and the def2-TZVPD basis) on a 15-piece molecular cluster, C80H190N10O15 overall.

Properties
HOMO energy	-7.8	eV
E_LUMO	0.240	eV
orbital gap	8.022	eV

```
! wB97M-V def2-TZVPD RIJCOSX def2/J DEFGRID3
* xyz 0 1
C -7.01 8.56 27.17
C -8.13 7.58 26.98
C -9.06 7.38 28.23
O -8.27 7.06 29.34
C -9.02 6.74 30.48
N -8.96 7.88 25.80
H -7.31 9.60 27.28
H -6.30 8.50 26.34
H -6.44 8.29 28.06
H -7.54 6.67 26.79
H -9.70 6.51 28.11
H -9.63 8.26 28.52
H -9.73 5.92 30.30
H -9.53 7.60 30.90
H -8.40 6.32 31.27
H -8.40 8.18 25.02
H -9.38 7.02 25.49
C -8.31 1.80 22.33
C -7.35 2.99 22.31
C -6.86 3.29 23.75
O -6.03 4.40 23.63
C -5.78 5.07 24.95
N -6.30 2.54 21.46
H -7.81 0.99 22.86
H -8.63 1.46 21.34
H -9.19 2.20 22.82
H -7.92 3.87 22.01
H -6.22 2.51 24.17
H -7.78 3.50 24.29
H -6.74 5.30 25.42
H -5.23 5.99 24.77
H -5.18 4.36 25.53
H -5.44 3.02 21.69
H -6.48 2.75 20.49
C -3.28 0.67 30.74
C -2.18 1.45 29.94
C -1.02 2.00 30.75
O -1.53 2.95 31.73
C -0.51 3.39 32.70
N -1.64 0.62 28.88
H -3.00 0.06 31.60
H -4.06 0.14 30.18
H -3.85 1.48 31.20
H -2.61 2.33 29.47
H -0.34 2.50 30.06
H -0.46 1.18 31.20
H -0.98 4.11 33.36
H 0.38 3.87 32.29
H -0.13 2.56 33.30
H -0.98 -0.07 29.20
H -2.48 0.11 28.64
C -8.72 0.90 34.58
C -9.05 0.46 36.01
C -8.52 -0.96 36.37
O -8.68 -1.27 37.79
C -8.37 -2.66 38.04
N -8.55 1.49 36.91
H -9.12 0.21 33.83
H -7.65 1.02 34.40
H -9.12 1.87 34.28
H -10.14 0.44 36.07
H -7.46 -0.91 36.16
H -9.09 -1.63 35.72
H -7.36 -2.85 37.67
H -9.08 -3.24 37.44
H -8.41 -2.96 39.09
H -8.78 2.35 36.42
H -7.56 1.43 36.73
C -9.81 -6.84 29.63
C -11.09 -6.55 30.33
C -11.82 -5.27 29.83
O -10.98 -4.14 29.93
C -11.70 -2.98 30.36
N -11.98 -7.68 30.13
H -9.03 -6.08 29.69
H -10.00 -7.03 28.58
H -9.41 -7.76 30.07
H -10.90 -6.54 31.40
H -12.76 -5.16 30.36
H -12.05 -5.43 28.77
H -12.07 -3.09 31.38
H -12.57 -2.77 29.73
H -11.05 -2.11 30.31
H -12.86 -7.51 30.59
H -12.26 -7.90 29.18
C -9.13 -4.76 33.05
C -8.01 -3.79 32.93
C -8.50 -2.32 32.66
O -7.37 -3.71 34.18
H -9.89 -4.38 33.73
H -8.77 -5.72 33.41
H -9.69 -5.06 32.16
H -7.29 -4.15 32.19
H -7.62 -1.67 32.67
H -9.20 -1.97 33.41
H -9.00 -2.31 31.69
H -6.95 -4.56 34.36
C -10.46 5.56 23.21
C -11.52 6.47 22.57
C -11.76 7.85 23.14
O -11.28 6.63 21.17
H -10.53 5.54 24.29
H -9.46 5.96 23.10
H -10.38 4.56 22.78
H -12.47 5.94 22.67
H -10.89 8.47 22.92
H -11.97 7.79 24.21
H -12.63 8.35 22.74
H -10.35 6.52 20.96
C -13.92 5.55 28.31
C -13.70 5.13 26.89
C -12.75 6.02 26.16
O -13.20 3.86 26.85
H -14.54 6.43 28.39
H -12.96 5.70 28.80
H -14.46 4.79 28.88
H -14.68 5.13 26.41
H -12.62 5.66 25.14
H -11.77 5.97 26.63
H -13.05 7.07 26.07
H -13.81 3.36 27.40
C -14.33 0.28 28.96
C -14.74 1.64 29.50
C -13.56 2.46 30.05
O -15.30 2.41 28.51
H -13.76 -0.22 29.74
H -13.68 0.40 28.09
H -15.19 -0.34 28.74
H -15.47 1.47 30.29
H -13.92 3.39 30.49
H -12.87 2.76 29.25
H -12.92 1.85 30.68
H -16.19 2.08 28.35
C -12.50 1.78 22.35
C -13.02 2.04 23.79
C -12.82 0.83 24.69
O -12.28 3.12 24.18
H -12.86 2.56 21.69
H -12.92 0.89 21.88
H -11.43 1.76 22.13
H -14.10 2.15 23.77
H -13.26 1.04 25.66
H -11.76 0.62 24.79
H -13.20 -0.09 24.23
H -12.39 3.35 25.11
C -4.86 -2.57 30.91
C -5.31 -3.09 29.53
C -6.87 -3.13 29.42
C -7.39 -3.43 27.98
C -6.68 -2.51 26.94
C -5.12 -2.38 27.04
N -4.72 -2.30 28.45
O -3.31 -1.99 28.64
C -4.43 -3.60 26.41
C -4.79 -1.07 26.28
C -4.78 -4.55 29.47
H -3.78 -2.55 31.03
H -5.28 -3.12 31.75
H -5.16 -1.52 30.95
H -7.26 -3.97 30.00
H -7.34 -2.22 29.77
H -8.47 -3.38 27.85
H -7.25 -4.46 27.63
H -7.21 -1.55 26.91
H -6.84 -2.96 25.96
H -5.01 -4.50 26.62
H -4.24 -3.52 25.34
H -3.41 -3.78 26.72
H -4.97 -1.26 25.22
H -5.39 -0.19 26.53
H -3.73 -0.82 26.42
H -3.69 -4.53 29.36
H -5.15 -5.15 28.64
H -5.08 -5.15 30.33
H -2.95 -2.83 28.34
C -5.66 5.10 37.97
C -5.65 5.07 36.41
C -4.73 6.26 35.88
C -4.18 6.13 34.47
C -3.57 4.75 34.39
C -4.48 3.55 34.60
N -5.06 3.74 35.95
O -5.85 2.70 36.40
C -5.46 3.43 33.44
C -3.55 2.32 34.81
C -7.06 5.28 35.77
H -4.65 4.94 38.36
H -6.28 4.31 38.41
H -6.04 6.04 38.37
H -5.35 7.15 35.76
H -3.94 6.48 36.60
H -3.40 6.82 34.13
H -5.01 6.26 33.78
H -2.79 4.69 35.14
H -3.14 4.67 33.39
H -6.22 2.65 33.52
H -6.10 4.29 33.22
H -4.86 3.18 32.57
H -4.20 1.44 34.87
H -2.74 2.14 34.10
H -2.99 2.29 35.74
H -7.60 4.33 35.78
H -6.99 5.73 34.79
H -7.66 5.97 36.37
H -5.19 2.32 36.99
C -4.42 5.67 28.06
C -3.56 6.33 29.21
C -2.42 7.04 28.53
C -1.70 8.15 29.29
C -2.74 9.16 29.69
C -4.04 8.63 30.46
N -4.51 7.36 29.86
O -5.61 6.75 30.49
C -3.64 8.39 31.88
C -5.09 9.76 30.42
C -2.96 5.29 30.18
H -3.79 5.36 27.23
H -5.16 6.33 27.60
H -4.95 4.78 28.40
H -1.64 6.30 28.38
H -2.76 7.35 27.54
H -0.92 8.57 28.65
H -1.23 7.75 30.19
H -3.03 9.63 28.75
H -2.24 9.94 30.27
H -2.83 7.67 31.87
H -3.29 9.27 32.44
H -4.38 7.91 32.51
H -4.74 10.75 30.70
H -5.41 9.88 29.39
H -6.00 9.50 30.96
H -2.30 5.57 31.00
H -2.48 4.50 29.61
H -3.76 4.91 30.80
H -6.32 7.05 29.92
C -11.80 3.68 33.08
C -11.47 4.82 34.08
C -12.50 5.90 33.72
C -12.58 7.05 34.73
C -12.81 6.48 36.13
C -11.81 5.31 36.53
N -11.61 4.31 35.41
O -10.88 3.23 35.75
C -10.42 5.84 37.02
C -12.47 4.59 37.71
C -10.02 5.31 33.71
H -11.22 2.78 33.31
H -11.50 4.01 32.09
H -12.84 3.37 33.07
H -12.15 6.44 32.84
H -13.52 5.57 33.55
H -13.30 7.79 34.36
H -11.56 7.44 34.82
H -13.86 6.19 36.21
H -12.63 7.33 36.78
H -10.64 6.57 37.80
H -9.73 5.11 37.45
H -9.87 6.36 36.24
H -11.73 3.92 38.15
H -12.81 5.35 38.41
H -13.35 4.05 37.35
H -9.28 4.56 34.00
H -9.73 6.24 34.20
H -9.88 5.45 32.64
H -11.57 2.62 36.04
C -7.86 1.59 26.64
C -8.89 2.39 27.45
C -10.14 1.44 27.65
C -10.06 0.34 28.76
C -9.55 0.94 30.06
C -8.33 1.97 29.89
N -8.53 2.93 28.78
O -7.48 3.87 28.69
C -8.49 2.67 31.31
C -6.95 1.23 29.86
C -9.37 3.58 26.62
H -6.91 2.12 26.60
H -8.10 1.38 25.60
H -7.59 0.61 27.05
H -11.09 1.96 27.74
H -10.25 0.84 26.75
H -9.38 -0.42 28.36
H -11.00 -0.22 28.78
H -9.20 0.06 30.61
H -10.41 1.33 30.59
H -8.56 1.96 32.14
H -7.71 3.41 31.50
H -9.38 3.30 31.28
H -7.00 0.52 29.03
H -6.08 1.87 29.70
H -6.73 0.78 30.83
H -8.52 4.26 26.59
H -10.15 4.19 27.10
H -9.64 3.33 25.60
H -7.90 4.67 29.01
*
```

Mulliken population analysis, charges in e, atoms 1 to 99: C -1.359; C 2.433; C -0.632; O -0.300; C -0.956; N -0.667; H 0.476; H 0.501; H -0.227; H -1.351; H -0.088; H 0.522; H 0.296; H 0.332; H 0.112; H 0.381; H 0.061; C -0.847; C 0.308; C 0.479; O -0.578; C -0.181; N -0.675; H 0.207; H 0.457; H -0.172; H 0.253; H 0.396; H -0.645; H -0.175; H 0.382; H 0.292; H 0.303; H 0.234; C 0.461; C 1.593; C -1.456; O 0.242; C -0.902; N -0.659; H 0.489; H -0.428; H -0.679; H -0.476; H 0.373; H 0.595; H 0.153; H 0.341; H 0.359; H 0.318; H -0.017; C 0.226; C 0.080; C -0.917; O -0.425; C -0.687; N -0.525; H 0.097; H 0.037; H -0.255; H 0.322; H 0.408; H 0.310; H 0.262; H 0.280; H 0.292; H -0.024; H 0.375; C -0.995; C 0.924; C -0.936; O 0.069; C -0.376; N -0.760; H -0.048; H 0.379; H 0.376; H 0.012; H 0.460; H 0.232; H 0.433; H 0.616; H -0.631; H 0.246; H 0.274; C -1.583; C 1.035; C -0.482; O -0.496; H 0.329; H 0.514; H -0.199; H -0.132; H 0.192; H 0.579; H -0.291; H 0.390; C -0.273; C 0.568